# 1
C46H117MnN7O17 as an isolated structure. Source: OMol25; level of theory: ωB97M-V/def2-TZVPD.

The expectation value of S² is 8.76. The electronic energy comes out at -4635.91887 Eh. The spin multiplicity is 6.

CARTESIAN COORDINATES (ANGSTROEM)
Mn (-4.4146, 0.3534, -0.8674)
O (-1.2404, -1.7753, 4.0342)
O (-3.8942, 0.0087, 1.2773)
O (-2.4477, 0.7946, -4.3734)
O (-4.6662, 2.3361, -1.0008)
O (2.7732, 2.8404, -3.2454)
O (-5.3841, -0.2914, -2.5899)
O (1.8425, 5.3007, 6.6480)
O (0.7047, 3.6201, 2.4703)
O (-0.5534, -7.7802, -1.2821)
O (2.1186, -3.0969, -4.6280)
O (6.6982, -3.1183, -4.2463)
O (-2.4610, 0.0179, -1.6045)
O (4.9860, 7.2280, -5.3667)
O (2.0038, -1.9599, 1.4369)
O (-6.1959, -1.3273, 4.0278)
O (-1.8757, -1.9896, -3.5160)
O (4.2835, -2.4188, 6.0231)
N (-3.7794, -1.9778, 5.3747)
N (2.5821, 5.6620, -4.1671)
N (4.0015, -0.0820, 3.0952)
N (-2.3510, -5.0359, -2.9036)
N (-4.7396, -1.7515, -0.5030)
N (4.3202, -1.2437, -4.1678)
N (0.5969, 5.8969, 4.1564)
C (-2.1279, -1.5199, -4.8555)
C (-1.3760, -2.2527, 5.3142)
C (4.8704, -2.0517, -3.1145)
C (4.6291, -1.3670, 5.1298)
C (3.3480, -2.0232, 6.9871)
C (-5.7028, 0.4403, -3.7001)
C (2.8908, -0.9566, -4.1809)
C (-0.4468, -0.7108, -0.4453)
C (-3.1363, 3.8410, -2.0077)
C (2.9657, -1.0052, 0.9837)
C (-3.6862, -1.3300, 1.6507)
C (1.4223, 6.5724, 6.3048)
C (-1.2095, -5.7723, -2.2793)
C (3.7021, -1.2915, 3.8979)
C (-2.5507, -1.5351, 5.9494)
C (-0.0998, 2.4973, 2.2434)
C (1.9895, -3.1241, 0.6965)
C (-3.9294, 3.4355, -0.7887)
C (2.7311, 6.5718, -5.2803)
C (8.0340, -3.2910, -4.4342)
C (1.5267, 6.7671, 4.8471)
C (-1.5887, -0.1317, -5.0275)
C (-7.4161, -1.4633, 3.3341)
C (3.0542, 0.1336, 1.9612)
C (-0.1898, -2.3253, 3.3812)
C (1.5664, 3.6215, -3.3652)
C (6.3752, -2.1259, -3.2256)
C (3.7081, 7.6800, -5.0486)
C (2.0089, -2.0948, -3.7065)
C (-1.3248, 0.4719, -0.9234)
C (-3.6996, -2.2364, 0.4281)
C (-5.5337, -1.6973, -2.8276)
C (1.7196, 4.5602, -4.5384)
C (-4.9760, -1.4072, 6.0402)
C (0.7920, 5.9153, 2.7496)
C (-0.8203, -9.1090, -1.0632)
C (0.0671, 4.7804, 2.1098)
C (-3.6263, 0.8835, 2.3157)
C (5.9699, 8.1446, -4.9450)
C (2.8051, 2.0969, -2.0631)
C (1.8612, 5.1255, 8.0515)
C (-4.6507, -2.4350, -1.8368)
C (-6.2301, -1.8256, 5.3442)
C (-1.6548, -7.1420, -1.8713)
C (1.3872, -4.2834, -4.3123)
C (-0.5885, -4.9710, -1.1808)
H (-1.1261, 2.6900, 2.5978)
H (-0.6188, -9.6703, -1.9814)
H (-5.2132, -1.8763, -3.8515)
H (3.4767, 0.9953, 1.4229)
H (-0.2625, -3.9742, -1.5107)
H (4.0198, -2.1771, 3.3200)
H (0.7145, 4.9400, -4.7772)
H (3.4959, 5.2331, -3.9974)
H (0.3034, 1.6698, 2.8284)
H (-0.9593, 4.7208, 2.5020)
H (2.9803, -3.6171, 0.7330)
H (-6.3679, -2.9221, 5.3830)
H (-0.4792, -1.9406, 5.8963)
H (4.7942, -0.4043, 5.6600)
H (-2.4149, 4.6253, -1.7744)
H (-0.7582, 1.1597, -1.5833)
H (-7.4903, -0.6767, 2.5827)
H (3.0503, 6.0206, -6.1878)
H (2.6464, 2.7659, -1.2078)
H (-2.6351, 0.6984, 2.7279)
H (-1.8825, -9.2418, -0.8080)
H (6.8792, -2.3745, -2.2804)
H (-4.4414, -1.6804, 2.3887)
H (-3.8100, -1.6516, 4.4057)
H (2.0461, 7.3308, 6.8129)
H (-6.5882, -1.9769, -2.7200)
H (1.8673, 5.8163, 2.4754)
H (3.4974, 8.5029, -5.7477)
H (2.6398, 5.7732, 8.5096)
H (-3.2225, -1.4763, -4.9756)
H (-2.5111, -7.1046, -1.1751)
H (-3.2166, 3.2895, 0.0648)
H (-2.3709, -0.4474, 5.8866)
H (-4.8792, -3.4991, -1.7348)
H (0.0413, 4.8652, 1.0195)
H (4.4764, -3.0857, -3.1471)
H (-5.5899, -2.1564, -0.0840)
H (1.2388, -3.8131, 1.0783)
H (-3.7520, 1.9079, 1.9740)
H (0.4699, 6.8261, 2.2318)
H (4.5789, -1.6283, -2.1371)
H (-4.5500, 4.2971, -0.4645)
H (-0.5491, -0.0644, -4.6684)
H (3.7699, 1.5960, -2.0378)
H (-0.2265, -9.4541, -0.2292)
H (2.5178, -0.6651, -5.1600)
H (-1.7332, -2.2786, -5.5335)
H (-0.1182, 2.1970, 1.1878)
H (2.6486, -1.5158, 4.1533)
H (-2.5658, -1.7971, 7.0116)
H (2.0464, 0.4353, 2.2848)
H (5.7200, 9.1813, -5.2612)
H (-7.0740, -1.4543, 5.9638)
H (3.8495, 0.7046, 3.7388)
H (-1.9235, -1.2420, -2.8518)
H (3.6536, -1.0957, 7.4783)
H (-2.7241, -2.1945, -0.0563)
H (-4.8967, 0.3915, -4.4351)
H (0.6975, 2.9537, -3.5024)
H (2.7290, -0.1167, -3.4841)
H (-3.8399, 4.2183, -2.7610)
H (0.9774, -1.7626, -3.5269)
H (-0.2763, -1.4333, -1.2523)
H (-2.2980, 0.6831, -3.3845)
H (2.3492, -1.9234, 6.5253)
H (-1.9243, -7.7593, -2.7485)
H (-3.6173, -2.3599, -2.1747)
H (2.6364, -0.5442, 0.0318)
H (0.9192, 5.3305, 8.5768)
H (6.9072, 7.9208, -5.4558)
H (2.0061, 1.3463, -2.0462)
H (-0.9746, -1.1972, 0.3811)
H (0.7259, -2.2845, 3.9781)
H (8.1747, -4.0136, -5.2320)
H (-0.0159, -1.8781, 2.3938)
H (-0.4375, -5.9378, -3.0623)
H (2.1671, 4.0988, 8.2593)
H (-7.5498, -2.4628, 2.9007)
H (-1.5215, 0.1502, -6.0868)
H (3.9589, -1.4609, 0.8195)
H (-4.3926, 0.7569, 3.1002)
H (-2.1171, -4.1127, -3.2604)
H (2.3608, -2.4765, -2.7295)
H (-3.8832, -3.2690, 0.7388)
H (-1.6523, 1.0179, -0.0133)
H (1.8453, -4.7253, -3.4124)
H (8.5386, -2.3581, -4.7449)
H (1.7552, 6.9892, -5.5497)
H (4.7440, -1.4158, -5.0614)
H (8.5407, -3.6461, -3.5237)
H (6.1078, 8.1516, -3.8563)
H (0.2932, -5.4456, -0.7472)
H (-5.8344, 1.4768, -3.4020)
H (5.6437, -1.6106, 4.7804)
H (-4.9890, -0.2913, 6.0697)
H (2.5454, 6.5822, 4.4563)
H (1.3932, 4.2135, -2.4549)
H (-2.7681, -1.4299, 2.2496)
H (3.2419, -2.8072, 7.7356)
H (0.5185, -0.3307, -0.1145)
H (0.3102, -4.1409, -4.1460)
H (2.0566, 4.0085, -5.4272)
H (0.3854, 6.7681, 6.6125)
H (3.6625, 8.0758, -4.0274)
H (-8.2878, -1.3011, 3.9949)
H (6.7458, -1.1440, -3.5876)
H (-2.6629, 2.9630, -2.4530)
H (-1.4427, -3.3397, 5.4326)
H (-4.9782, -1.6923, 7.1014)
H (-1.2735, -4.7588, -0.3454)
H (-6.6345, 0.0981, -4.1653)
H (0.7385, 4.9250, 4.4275)
H (1.2837, 7.8059, 4.6075)
H (-0.3841, -3.3827, 3.0914)
H (1.7726, -2.9754, -0.3783)
H (-2.7289, -5.5861, -3.6721)
H (1.5133, -4.9081, -5.1956)

Forces on atoms 1 to 6 (eV/Å):
Mn 1.23 2.07 -0.02
O -1.51 0.81 -0.48
O 0.00 -0.61 -0.91
O 0.76 -0.15 1.04
O -1.33 -2.24 -0.09
O -0.64 0.75 -0.41

# 2
A 12-piece molecular cluster, C60H150N6O6 overall. Source: OMol25; level of theory: ωB97M-V/def2-TZVPD.

The SMILES is COC[C@H](C)N.COC[C@H](C)N.COC[C@H](C)N.COC[C@H](C)N.COC[C@H](C)N.COC[C@H](C)N.CCCCCC.CCCCCC.CCCCCC.CCCCCC.CCCCCC.CCCCCC. The electronic energy comes out at -3155.61454 Eh.

CARTESIAN COORDINATES (ANGSTROEM)
O (2.8139, -5.1813, -9.9628)
O (1.6014, -8.9897, -2.0242)
O (-1.7282, 1.7186, -0.5097)
O (-0.1761, 2.9211, 6.3038)
O (-2.0063, -8.7505, 6.6460)
O (-8.8663, 3.5488, 5.1351)
N (0.5448, 0.4514, 7.7267)
N (1.4390, -7.5025, 1.2885)
N (-9.8596, 1.6289, 1.9708)
N (-0.2761, -6.6654, 9.2786)
N (0.6131, -1.2240, 0.0505)
N (3.8556, -4.3757, -6.3841)
C (5.3014, 7.2983, 3.8999)
C (4.9653, 3.2899, -4.4156)
C (4.1635, 5.3383, -9.6348)
C (0.0257, 1.6049, 8.5158)
C (-3.9061, -0.7449, -8.1240)
C (0.8652, -9.7152, -2.9488)
C (-8.3838, 3.5294, 2.1852)
C (-0.0459, 13.0720, -3.3087)
C (-9.3124, 4.2798, 6.2694)
C (7.7614, 7.1925, 3.5351)
C (-9.0575, -9.1271, 1.6373)
C (3.1123, -2.8623, -8.1260)
C (-2.9292, -3.0581, -9.0636)
C (-8.6437, -7.8214, 0.9731)
C (4.1907, 4.2925, -6.6193)
C (6.7374, -2.2897, 4.6483)
C (-0.6928, -9.1213, 9.5980)
C (0.9257, -8.2530, -1.0417)
C (6.2368, -2.5020, 6.0687)
C (-7.3577, -7.0538, -3.2496)
C (-3.0977, -8.6994, 5.8838)
C (1.4923, 12.9093, -3.1850)
C (2.9656, 5.2163, -8.7101)
C (-4.5335, 10.6634, -3.0866)
C (-3.0170, 1.4321, -7.1795)
C (-0.5791, -7.9644, 8.6015)
C (-0.4994, 1.0836, -0.1425)
C (-3.9713, -1.8925, -9.1880)
C (3.2206, -6.0996, -10.9541)
C (1.9556, -9.8007, 0.8228)
C (-6.4370, -6.6264, -2.1337)
C (3.6460, -5.2187, -8.8260)
C (3.4074, 5.5108, -7.2546)
C (-1.6009, -0.7851, 1.1275)
C (6.9895, -1.7069, 7.1406)
C (10.2364, 6.9214, 2.9487)
C (4.2260, 4.4209, -5.0814)
C (-2.7622, 0.2695, -8.1454)
C (0.3126, 2.9394, 7.6814)
C (8.9502, 0.6823, 8.1124)
C (1.8143, -8.4362, 0.2251)
C (-2.1932, 11.6648, -3.0751)
C (4.7410, 6.7921, 2.6068)
C (0.6460, 1.5206, 9.8570)
C (-1.6271, 3.1285, -0.3672)
C (-7.6175, -7.8644, -0.2080)
C (7.3921, 0.5609, 8.2582)
C (6.6383, 6.7973, 4.5053)
C (-0.7198, 11.6896, -3.5221)
C (-3.0029, 10.4138, -3.3293)
C (-9.0210, 2.3982, 2.9897)
C (-1.5174, 3.2987, 6.2180)
C (-1.8526, -7.8229, 7.7091)
C (-7.0963, -6.5650, -0.6944)
C (6.7477, -0.2176, 7.1302)
C (-0.6091, -0.4594, -0.1006)
C (9.1380, 6.5650, 3.9901)
C (3.1309, -4.3000, -7.6937)
C (-9.7933, 2.9095, 4.1954)
C (-3.1269, -4.1169, -10.1516)
H (5.1746, -2.2621, 6.0221)
H (3.5255, -5.2215, -5.9416)
H (-0.9451, -6.3539, 9.9681)
H (-4.0723, -8.6559, 6.3701)
H (2.2042, 5.9158, -9.0552)
H (2.5005, -2.7287, -9.0182)
H (-2.8032, 9.9842, -4.3109)
H (9.8723, 7.8255, 2.4608)
H (11.1600, 7.2273, 3.4403)
H (-3.6182, 1.0800, -6.3413)
H (-10.5124, 0.9802, 2.3868)
H (4.1402, -2.6079, -8.3844)
H (1.7271, 1.6597, 9.8642)
H (6.8245, 1.4761, 8.4265)
H (2.1755, -10.5065, 0.0219)
H (-5.6036, -7.3268, -2.0793)
H (-2.1369, 1.7035, -6.5965)
H (-0.1012, 3.7700, 8.2532)
H (-1.0984, -0.7654, -1.0253)
H (7.8156, 8.2775, 3.6238)
H (8.0439, -1.9653, 7.0421)
H (3.5419, -3.6276, -5.7824)
H (-3.9325, -1.2880, -7.1792)
H (-1.0640, 3.5357, -1.2070)
H (6.2449, -1.3810, 4.3023)
H (-7.8997, -5.8284, -0.7075)
H (-10.3975, 4.3800, 6.2438)
H (1.0049, -10.0464, 1.2960)
H (1.8709, 13.9313, -3.2004)
H (4.7370, 2.3017, -4.8148)
H (-3.0893, -9.5486, 5.2006)
H (-4.8296, -0.1712, -8.2026)
H (9.0832, 5.4957, 4.1945)
H (6.3644, -3.5780, 6.1871)
H (2.4838, 4.2425, -8.7982)
H (2.8225, -2.0981, -7.4049)
H (6.6898, 5.7242, 4.6896)
H (5.2819, 8.3847, 3.9856)
H (-10.4038, 2.1357, 4.6608)
H (-2.6690, 3.4450, -0.3189)
H (1.9498, 12.3536, -4.0035)
H (3.5191, 3.4450, -6.7567)
H (-8.3462, -6.5946, -3.2499)
H (-7.6931, 3.1754, 1.4198)
H (7.3064, -0.0374, 9.1653)
H (9.2615, 1.1578, 9.0425)
H (4.5578, 5.4543, -4.9809)
H (1.4005, 3.0078, 7.6901)
H (-9.2634, 1.0593, 1.3875)
H (9.2576, 7.2125, 4.8587)
H (0.3229, 0.6845, 10.4771)
H (6.8816, 7.2129, 5.4831)
H (-1.1439, -0.4690, 2.0652)
H (0.1932, -8.1599, 7.8576)
H (6.8305, -2.0916, 8.1480)
H (-1.7694, 3.1043, 5.1755)
H (-1.7260, -6.8153, 7.3129)
H (-4.9787, 11.1301, -3.9653)
H (7.2069, 0.2966, 6.2859)
H (-8.8190, 5.2415, 6.4102)
H (-5.9138, -5.6832, -2.2906)
H (-8.2136, -7.1763, 1.7392)
H (-6.7714, -8.5079, 0.0335)
H (1.7852, 12.3901, -2.2723)
H (1.2646, -0.7622, 0.6689)
H (-2.6978, -7.7844, 8.3962)
H (-6.8149, -6.8760, -4.1780)
H (-2.5817, -0.3410, 0.9576)
H (2.0696, -7.6866, 2.0557)
H (-1.9367, -2.6380, -9.2264)
H (4.7167, 3.2945, -3.3544)
H (-6.2921, -6.2462, -0.0314)
H (-4.9532, -2.3423, -9.3357)
H (5.7044, 0.0538, 6.9694)
H (-10.5814, 3.6064, 3.9102)
H (3.2303, 4.4615, -4.6397)
H (-9.0831, 4.2188, 1.7121)
H (2.3863, -6.1623, -11.6527)
H (-7.8177, 4.2707, 2.7492)
H (10.4779, 6.0867, 2.2906)
H (7.8219, -2.2129, 4.7259)
H (3.3591, -7.1139, -10.5796)
H (7.4566, 6.8729, 2.5386)
H (-8.1582, -9.6720, 1.9244)
H (-1.5156, -9.0256, 10.3065)
H (0.5796, -2.1806, 0.3728)
H (-0.1252, 11.0363, -2.8835)
H (-1.0558, 1.4980, 8.5998)
H (-4.8152, 11.1444, -2.1499)
H (-1.7762, -0.1434, -7.9320)
H (-3.6159, 2.2245, -7.6285)
H (-9.5022, -7.3030, 0.5462)
H (1.5249, 0.4498, 7.4828)
H (-9.6152, -8.9383, 2.5545)
H (6.0288, 3.4869, -4.5509)
H (0.5295, -7.6563, 1.7000)
H (-9.1409, 3.6913, 7.1707)
H (-1.0589, -9.9903, 9.0511)
H (-0.0217, -8.7460, -0.8241)
H (0.3019, 2.4291, 10.3513)
H (-3.6543, -4.8603, -9.5537)
H (-1.1701, 3.4620, 0.5644)
H (0.2555, 0.7404, 6.8032)
H (-2.7697, 9.6420, -2.5957)
H (4.4584, 6.3804, -9.7577)
H (-2.9039, 0.7568, -9.1101)
H (-1.9087, -1.8267, 1.2194)
H (-0.1707, -5.8167, 8.7412)
H (4.1943, -5.9183, -11.4091)
H (-7.4460, -8.1401, -3.2369)
H (-8.1235, -8.3995, -1.0116)
H (-0.1846, 13.6898, -4.1959)
H (-0.5813, 11.1640, -4.4670)
H (2.6340, -9.9059, 1.6695)
H (2.8431, -8.2506, -0.0835)
H (-1.8072, 4.3270, 6.4340)
H (3.6631, -6.2391, -8.4430)
H (2.0949, -4.5060, -7.4247)
H (-2.7698, 12.4274, -3.5986)
H (-9.6037, -9.8314, 1.0097)
H (5.4963, 6.7469, 1.8221)
H (-2.1810, -4.5879, -10.4190)
H (-0.6022, 13.6593, -2.5782)
H (-2.1060, 2.5876, 6.7976)
H (0.2504, 1.4536, -0.8419)
H (5.0523, 4.7485, -9.4105)
H (0.6521, -7.2204, -1.2585)
H (-2.3114, 11.9490, -2.0295)
H (6.4337, -3.0319, 3.9100)
H (9.1034, 1.4845, 7.3906)
H (3.9546, 4.9979, -10.6490)
H (4.5232, 6.9306, 4.5687)
H (-8.2624, 1.6754, 3.2900)
H (-4.9335, 9.6499, -3.0560)
H (2.5757, 5.8851, -6.6576)
H (1.7069, -10.0521, -3.5540)
H (0.1556, -9.2737, 10.2651)
H (-3.0295, -3.5705, -8.1068)
H (4.3763, 5.7666, 2.6652)
H (-3.7864, -3.9659, -11.0062)
H (4.6909, -5.1474, -9.1281)
H (3.9485, 7.4313, 2.2177)
H (-3.9640, -1.3977, -10.1592)
H (4.0628, 6.3795, -7.3172)
H (0.1781, -9.0375, -3.4556)
H (-0.0733, 1.4451, 0.7934)
H (-3.0545, -7.7867, 5.2895)
H (9.4964, -0.2408, 7.9182)
H (0.3158, -10.5067, -2.4393)
H (5.1559, 4.0829, -7.0803)

Forces on atoms 1 to 6 (eV/Å):
O 0.15 0.22 0.06
O 0.87 1.26 0.70
O 0.78 -0.67 1.14
O 1.43 0.39 2.07
O 2.94 -0.93 3.05
O 0.23 -0.48 -1.12

# 3
One molecule with the formula C20H30N4O. Source: OMol25; level of theory: ωB97M-V/def2-TZVPD.

Its relative energy (zero: lowest compared OMol25 entry of this formula, charge and spin) is 50.05 kcal per mole. The SMILES is COCCN1CC[C@@H](CNCc2cn[nH]c2-c2ccc(C)c(C)c2)C1.

CARTESIAN COORDINATES (ANGSTROEM)
O (-3.7494, -1.5241, 0.7541)
N (-1.3319, 0.4975, 0.9301)
N (0.5234, -2.7015, -1.3602)
N (-4.7267, 0.9265, -1.0418)
N (1.6972, -2.0828, -1.2912)
C (-5.3804, -0.2471, -0.5226)
C (-0.2409, -2.1081, -0.4653)
C (-4.9451, -0.7783, 0.8576)
C (5.2159, 1.2542, 0.2582)
C (-2.5194, 1.8877, -0.7268)
C (4.1540, -0.8657, -0.1286)
C (6.4446, 2.0792, 0.4862)
C (0.4443, -1.0700, 0.1926)
C (2.8974, -0.2638, -0.1567)
C (-3.4675, 2.4056, 0.3579)
C (-1.1724, 1.4144, -0.1835)
C (2.8159, 1.1146, 0.0146)
C (6.6416, -0.8135, 0.1061)
C (-0.1086, -0.2027, 1.2849)
C (1.7082, -1.0726, -0.3829)
C (-3.3249, 0.7689, -1.4207)
C (5.3090, -0.1296, 0.0770)
C (-4.8446, 2.1458, -0.2539)
C (3.9645, 1.8536, 0.2209)
C (-3.4012, -2.1534, 1.9611)
H (-0.6006, 0.9684, -1.0175)
H (-0.3393, -0.8260, 2.1566)
H (6.5309, -1.8837, -0.0496)
H (-5.6377, 2.0609, 0.4899)
H (-5.1039, 2.9641, -0.9381)
H (-0.6077, 2.2808, 0.1840)
H (1.8579, 1.6078, -0.0365)
H (2.4465, -2.3477, -1.9106)
H (-4.1921, -2.8397, 2.2884)
H (-5.7430, -1.4300, 1.2477)
H (-3.2220, -1.4173, 2.7547)
H (-6.4498, -0.0221, -0.4651)
H (-2.4883, -2.7168, 1.7769)
H (-2.9633, -0.2213, -1.1372)
H (6.9702, 1.7458, 1.3806)
H (-3.3222, 1.8258, 1.2689)
H (7.1320, 1.9860, -0.3543)
H (0.6386, 0.5359, 1.5894)
H (3.8879, 2.9239, 0.3513)
H (7.1338, -0.6528, 1.0648)
H (-2.0419, -0.1906, 0.6933)
H (4.2285, -1.9383, -0.2487)
H (-5.2418, -1.0516, -1.2491)
H (-1.2546, -2.4286, -0.3247)
H (-2.3286, 2.6870, -1.4497)
H (-3.3043, 3.4577, 0.5846)
H (-3.2406, 0.8542, -2.5104)
H (6.1868, 3.1281, 0.6074)
H (7.2940, -0.4155, -0.6707)
H (-4.8088, 0.0488, 1.5693)

Forces on atoms 1 to 6 (eV/Å):
O 0.09 0.03 -0.30
N -0.23 -0.10 -0.05
N -0.23 -0.63 -0.41
N 0.09 0.00 0.14
N 0.09 0.27 0.16
C 0.05 -0.15 0.36